Formula: C4H5N3O
Source: the OMol25 dataset
Level of theory: ωB97M-V/def2-TZVPD

Geometry as ORCA input:
```
! wB97M-V def2-TZVPD RIJCOSX def2/J DEFGRID3
* xyz 0 1
H -3.43052 -0.88206 0.16366
N -3.27288 0.16313 -0.02544
C -1.99142 0.37859 -0.09874
N -1.03892 -0.59816 -0.11656
C 0.27335 -0.11496 0.00731
N 0.66332 1.09789 0.16616
C 2.07652 0.90335 -0.12099
C 2.43320 -0.44567 -0.01626
O 1.15707 -1.09962 0.02305
H -1.69403 1.38073 -0.07582
H -1.24422 -1.66630 0.38045
H 2.66182 1.79510 -0.02533
H 3.40671 -0.91204 -0.26150
*
```

Properties
energy relative to the best compared isomer or geometry (same formula, charge and spin)	68.3	kcal per mole
DFT total energy	-10744.6538	eV
HOMO level	-8.96	eV
HOMO-LUMO gap	9.51	eV
lowest unoccupied orbital energy	0.55	eV
structure (SMILES)	[H]/N=C\Nc1ncco1


Formula: C4H11N3
Source: the OMol25 dataset
Level of theory: ωB97M-V/def2-TZVPD

Geometry as ORCA input:
```
! wB97M-V def2-TZVPD RIJCOSX def2/J DEFGRID3
* xyz 2 1
C -2.01852 0.16791 -0.11348
C 0.16286 -0.72708 0.39642
C 0.00906 -1.95031 1.08589
C 2.22646 1.11044 -0.63820
N -2.71896 1.13571 -0.59647
N -0.66661 0.19730 -0.05849
N 2.07363 0.05801 0.25463
H -2.52437 -0.72975 0.24006
H 0.60008 -2.74927 0.61374
H 0.48313 -1.87049 2.07629
H -1.02580 -2.28750 1.21457
H 2.22432 0.85621 -1.70760
H 3.24363 1.48651 -0.41591
H 1.55685 1.94817 -0.41938
H -3.74015 1.09593 -0.62092
H -2.30702 2.00266 -0.94163
H -0.20148 1.03359 -0.44713
H 2.62289 -0.77803 0.07763
*
```

Properties
energy relative to the best compared isomer or geometry (same formula, charge and spin)	89.1	kcal per mole
DFT total energy	-8775.2585	eV
HOMO level (alpha / beta)	-18.02 / -18.02	eV
HOMO-LUMO gap (alpha / beta)	7.54 / 7.54	eV
lowest unoccupied orbital energy (alpha / beta)	-10.48 / -10.48	eV


Formula: C27H52ClN2O5PS2
Source: the OMol25 dataset
Level of theory: ωB97M-V/def2-TZVPD

Geometry as ORCA input:
```
! wB97M-V def2-TZVPD RIJCOSX def2/J DEFGRID3
* xyz -2 1
C 1.34112 1.46247 4.06258
C 2.26671 0.41336 3.47871
C 1.83600 -1.02169 3.79625
C 1.91656 -1.93411 2.58336
C 0.96868 -3.14123 2.69339
C -0.31230 -2.79538 1.91843
C -1.48326 -3.64551 2.35421
C -2.87270 -3.13148 1.85879
N -2.83302 -1.82028 1.20501
C -3.48674 -1.82482 -0.12154
C -2.80480 -2.76586 -1.13218
C -2.57332 -2.06824 -2.46409
C -1.53222 -0.95343 -2.46422
C -0.51707 -1.06524 -1.36586
C 0.68525 -0.19029 -1.63857
C 1.67536 -0.96136 -2.51388
C 2.71004 -1.72437 -1.67981
C -3.15120 -0.78196 1.99887
S -2.68094 -0.66760 3.57534
S -4.06740 0.60504 1.32736
C -2.74133 1.34108 0.30111
C -2.60512 2.84006 0.56163
C -1.16782 3.36926 0.34269
C -1.11067 4.45287 -0.74579
C -0.50779 3.74780 -2.01248
C 0.94292 3.97058 -1.89575
C 1.96155 3.16714 -2.54102
C 3.17684 2.81940 -1.63790
C 2.79372 2.56163 -0.18392
O 3.52704 1.44501 0.36059
N 1.13283 5.08575 -1.07666
Cl 2.58257 5.83236 -0.64453
C -0.07631 5.56838 -0.51804
H 0.41281 1.54501 3.51096
H 1.12846 1.31087 5.11569
H 1.81646 2.43643 3.97988
H 3.25308 0.59075 3.89340
H 2.36689 0.55928 2.40974
H 2.56217 -1.39629 4.51232
H 0.85367 -1.05630 4.25273
H 1.60757 -1.32557 1.74260
H 2.93797 -2.23201 2.36899
H 0.67449 -3.20486 3.73936
H 1.43260 -4.04331 2.32073
H -0.46736 -1.73684 2.06874
H -0.09486 -3.01324 0.88204
H -1.52321 -3.75588 3.43272
H -1.31927 -4.62207 1.91505
H -3.25750 -3.89645 1.19869
H -3.52469 -3.10704 2.72062
H -4.51851 -2.15095 -0.01731
H -3.46812 -0.85908 -0.57804
H -3.47449 -3.59439 -1.33143
H -1.89978 -3.20088 -0.72481
H -3.53693 -1.62440 -2.73505
H -2.36648 -2.80396 -3.22749
H -0.96825 -1.05944 -3.38651
H -1.98338 0.03813 -2.48945
H -0.93791 -0.90057 -0.38155
H -0.16199 -2.09072 -1.40909
H 1.14757 0.16075 -0.72430
H 0.37622 0.69645 -2.19713
H 1.11755 -1.67229 -3.11558
H 2.20250 -0.28702 -3.18392
H 2.42658 -1.75739 -0.63416
H 2.83455 -2.74922 -2.01899
H 3.66811 -1.22317 -1.76049
H -2.88533 1.13179 -0.75058
H -1.81195 0.85938 0.57639
H -2.85381 3.01712 1.60096
H -3.28355 3.36678 -0.09579
H -0.70659 3.66447 1.28084
H -0.57394 2.54635 -0.03238
H -2.04991 4.97450 -0.88112
H -0.82148 2.73226 -2.22550
H -0.83864 4.37127 -2.87601
H 1.48248 2.22671 -2.79175
H 2.30255 3.57772 -3.50851
H 3.86552 3.65248 -1.70193
H 3.64966 1.91528 -1.99277
H 1.74409 2.33373 -0.06582
H 3.03392 3.40749 0.44824
H 4.46176 1.68383 0.26629
H -0.35296 6.60698 -0.69621
H 0.08610 5.55312 0.57262
O 0.23737 -4.73713 -1.52323
P 0.64883 -4.76104 -3.01083
O -0.09507 -3.62270 -3.73765
O 0.27924 -6.10051 -3.66828
O 2.17203 -4.56356 -3.11798
*
```

Properties
DFT total energy	-85536.6274	eV
HOMO level	0.91	eV
HOMO-LUMO gap	1.60	eV
lowest unoccupied orbital energy	2.51	eV